DFT (the ωB97M-V functional and the def2-TZVPD basis) results for a molecular structure, C30H37N6O3S2SiY.

Output
electronic energy: -2843.993554 a.u.
frontier orbital gap: 6.895 eV
total charge: 0
HOMO: -0.2546 Ha

```
80
Properties=species:S:1:pos:R:3:forces:R:3
Y -0.483 -0.461 0.504 -0.395 0.242 2.715
N 1.606 -1.313 4.405 0.123 -0.046 0.071
C 1.189 -0.484 3.422 -0.022 0.237 -0.053
S -0.463 0.040 3.447 -0.271 -0.170 -0.175
N 2.101 -0.077 2.582 0.582 -0.310 0.343
N 1.629 0.625 1.538 -0.374 -0.042 -0.424
C 2.427 1.460 0.964 -0.103 -0.332 0.266
C 3.840 1.632 1.386 0.128 0.007 0.073
C 4.317 2.839 1.888 -0.131 -0.059 -0.030
C 5.642 2.962 2.276 0.068 0.064 0.040
C 6.506 1.883 2.163 -0.037 0.036 -0.013
C 6.033 0.673 1.673 0.037 -0.033 -0.004
C 4.708 0.545 1.295 -0.016 0.055 -0.104
C 1.842 2.276 -0.107 -0.068 0.298 -0.458
C 2.588 3.225 -0.806 0.028 -0.167 0.142
C 1.958 4.031 -1.738 -0.163 0.015 -0.042
C 0.602 3.866 -1.961 0.147 0.089 -0.018
C -0.058 2.879 -1.249 -0.136 -0.064 0.021
N 0.534 2.099 -0.355 -0.104 -0.495 0.057
H 0.910 -1.752 4.976 -0.020 0.007 0.034
H 2.494 -1.772 4.276 -0.042 0.027 -0.017
H 3.642 3.681 1.989 0.004 0.007 -0.015
H 6.000 3.905 2.671 -0.002 -0.007 -0.007
H 7.543 1.986 2.455 -0.006 -0.016 0.019
H 6.700 -0.176 1.593 -0.011 0.003 -0.015
H 4.330 -0.399 0.924 0.003 -0.016 0.026
H 3.647 3.320 -0.618 0.007 0.016 0.024
H 2.518 4.784 -2.276 0.021 -0.036 -0.030
H 0.071 4.469 -2.685 -0.026 -0.023 0.014
H -1.116 2.700 -1.401 0.038 -0.009 -0.002
C 0.638 -4.754 1.064 -0.142 0.190 0.062
C 0.106 -3.343 0.925 -0.003 -0.104 -0.026
O -0.974 -3.141 0.330 0.118 0.460 -0.227
O 0.792 -2.390 1.405 -0.101 0.704 -0.350
H -0.166 -5.469 0.908 0.038 -0.040 -0.024
H 1.095 -4.891 2.043 0.029 -0.001 -0.015
H 1.407 -4.907 0.305 0.005 -0.020 -0.001
C -4.176 3.091 1.098 0.394 -0.164 0.075
S -2.757 2.250 1.867 -0.641 0.231 0.414
C -3.753 1.206 2.964 0.272 0.104 -0.196
O -2.216 1.375 0.777 0.413 -0.663 -0.637
H -4.780 2.350 0.577 -0.002 -0.047 0.041
H -3.795 3.825 0.391 0.042 -0.012 0.028
H -4.748 3.587 1.880 0.011 0.015 -0.005
H -4.277 1.859 3.662 0.039 0.027 -0.014
H -3.072 0.549 3.501 -0.001 0.002 -0.003
H -4.446 0.620 2.366 -0.040 -0.016 -0.031
C -1.238 -2.500 -2.793 0.099 0.108 0.151
Si -0.022 -1.173 -2.123 0.117 -0.404 -1.600
C 1.703 -2.002 -2.312 -0.186 0.057 0.080
C -0.080 0.120 -3.546 0.130 -0.135 0.171
C -1.124 1.044 -3.630 -0.016 -0.112 -0.068
C -1.199 1.973 -4.657 -0.104 0.045 0.003
C -0.219 2.002 -5.640 0.038 -0.012 -0.011
C 0.822 1.086 -5.589 -0.007 0.038 -0.019
C 0.886 0.161 -4.554 0.021 0.075 0.008
H -0.910 -2.867 -3.770 0.015 0.040 -0.018
H -2.247 -2.094 -2.908 0.009 0.020 -0.005
H -1.300 -3.340 -2.100 -0.011 -0.009 -0.006
H 1.775 -2.548 -3.257 -0.006 0.008 -0.017
H 1.875 -2.721 -1.505 -0.010 0.013 0.007
H 2.518 -1.274 -2.278 -0.014 0.018 0.035
H -1.908 1.020 -2.875 -0.006 0.043 -0.007
H -2.023 2.677 -4.698 -0.006 -0.015 0.004
H -0.271 2.727 -6.443 -0.007 -0.003 -0.001
H 1.582 1.088 -6.362 0.011 0.011 0.015
H 1.707 -0.546 -4.536 0.012 0.014 -0.004
N -2.392 -2.757 3.113 0.381 0.253 0.086
C -3.113 -2.602 1.978 -0.280 0.130 -0.270
C -4.045 -3.593 1.607 -0.010 0.000 0.018
C -4.845 -3.392 0.514 0.090 0.003 0.025
C -4.729 -2.201 -0.203 -0.086 0.046 -0.091
C -3.780 -1.298 0.209 0.070 0.129 -0.051
N -2.963 -1.470 1.261 0.154 -0.270 0.088
H -2.302 -3.681 3.499 -0.016 0.022 -0.038
H -1.637 -2.097 3.295 -0.094 -0.037 -0.020
H -4.104 -4.500 2.193 -0.033 0.000 -0.004
H -5.554 -4.148 0.203 -0.008 -0.017 0.052
H -5.353 -1.997 -1.061 0.055 0.025 -0.018
H -3.645 -0.362 -0.326 0.011 -0.026 -0.020
```
Forces are in eV/Å.

DFT (the ωB97M-V functional and the def2-TZVPD basis) results for 6 unconnected molecules or ions with the total composition C30H37N6PS.

Output
electronic energy: -2233.258748 a.u.
frontier orbital gap: 9.121 eV
total charge: 0
SMILES string: CC(C)C[PH3]N=C=S.c1ccncc1.c1ccncc1.c1ccncc1.c1ccncc1.c1ccncc1
HOMO: -0.3376 Ha

```
75
Properties=species:S:1:pos:R:3:forces:R:3
C 0.079 -3.279 -0.956 -0.017 0.462 0.220
C 1.076 -2.068 -1.373 -0.681 -0.563 0.164
C 2.613 -2.514 -1.456 -0.058 0.562 0.605
C 0.508 -1.384 -2.710 0.868 0.274 0.080
P -0.165 0.347 -2.172 1.276 -3.064 -0.820
N -0.610 2.035 -1.618 4.396 2.063 5.242
C 0.338 2.377 -0.801 -1.368 1.366 -3.633
S 1.803 2.991 -0.247 -3.575 -1.715 -0.767
H -0.722 -2.937 -0.193 1.325 -0.429 -1.130
H -0.507 -3.612 -1.882 1.032 0.078 1.353
H 0.669 -4.136 -0.483 -1.032 1.097 -0.816
H 1.007 -1.307 -0.500 0.212 -0.932 -1.377
H 3.226 -1.763 -2.073 -1.036 -1.396 0.882
H 3.066 -2.482 -0.395 -0.693 -0.124 -1.576
H 2.773 -3.580 -1.836 -0.369 1.514 0.237
H -0.279 -1.992 -3.270 1.112 0.600 0.798
H 1.399 -1.151 -3.414 -1.470 -0.442 0.874
H -0.747 0.594 -3.456 0.067 0.291 0.646
H 1.205 0.671 -1.840 -0.574 -0.241 -0.325
H -0.966 -0.259 -1.136 0.222 0.589 -0.571
C 7.826 -0.382 -3.260 0.073 0.034 -0.028
C 6.905 0.341 -2.515 0.085 -0.068 -0.063
C 5.747 -0.300 -2.104 -0.241 -0.546 -0.054
N 5.460 -1.580 -2.387 0.904 0.383 -0.303
C 6.367 -2.256 -3.111 -0.458 0.155 0.300
C 7.555 -1.708 -3.566 0.015 0.132 0.037
H 8.745 0.083 -3.599 -0.061 -0.029 0.022
H 7.083 1.378 -2.259 -0.032 -0.055 0.002
H 4.999 0.222 -1.516 0.032 0.044 -0.010
H 6.109 -3.288 -3.327 0.057 0.025 -0.019
H 8.252 -2.302 -4.145 -0.054 0.011 0.030
C -2.766 2.950 1.489 -0.052 -0.089 -0.200
C -4.109 2.926 1.836 0.072 0.011 0.025
C -4.458 3.288 3.128 0.293 0.168 0.466
N -3.570 3.658 4.066 0.111 -0.173 -0.672
C -2.277 3.669 3.702 -0.501 0.044 0.450
C -1.830 3.328 2.436 0.020 -0.027 -0.079
H -2.452 2.675 0.487 -0.024 0.029 0.030
H -4.868 2.634 1.120 0.016 0.030 0.033
H -5.495 3.289 3.447 0.008 -0.019 -0.064
H -1.580 3.968 4.479 0.075 -0.082 -0.107
H -0.774 3.356 2.196 -0.019 0.028 0.069
C -4.853 0.390 -0.918 0.044 -0.054 0.075
C -4.147 1.081 -1.892 -0.056 -0.098 0.097
C -4.839 1.538 -3.002 -0.562 -0.010 -0.218
N -6.154 1.347 -3.194 0.316 -0.228 0.544
C -6.812 0.674 -2.237 0.146 0.303 -0.484
C -6.214 0.180 -1.090 0.133 0.028 0.018
H -4.347 0.017 -0.033 -0.024 0.028 -0.042
H -3.084 1.262 -1.791 -0.060 0.080 -0.010
H -4.332 2.087 -3.789 0.041 -0.018 0.056
H -7.873 0.532 -2.419 0.033 -0.020 0.060
H -6.795 -0.356 -0.349 0.008 0.029 -0.052
C -1.257 -8.893 0.772 -0.034 -0.077 0.036
C -2.048 -7.800 0.449 0.086 -0.101 0.022
C -1.432 -6.680 -0.086 0.550 0.189 -0.149
N -0.112 -6.588 -0.308 -0.271 -0.669 0.287
C 0.631 -7.658 0.014 -0.190 0.515 -0.179
C 0.111 -8.825 0.551 -0.139 0.003 0.020
H -1.702 -9.788 1.191 0.029 0.059 -0.027
H -3.119 -7.817 0.609 0.054 0.024 -0.021
H -2.009 -5.801 -0.358 -0.026 -0.035 0.028
H 1.695 -7.556 -0.173 -0.027 -0.060 0.023
H 0.759 -9.659 0.790 -0.013 0.059 -0.018
C 1.473 7.985 4.686 0.029 0.093 -0.011
C 2.281 6.925 5.070 -0.088 0.089 -0.040
C 1.713 5.664 5.152 -0.522 -0.289 -0.072
N 0.422 5.406 4.885 0.221 0.745 -0.100
C -0.339 6.451 4.517 0.236 -0.556 0.163
C 0.136 7.748 4.402 0.144 0.001 0.040
H 1.881 8.987 4.609 -0.025 -0.065 0.005
H 3.328 7.075 5.300 -0.052 -0.038 -0.009
H 2.305 4.803 5.445 0.028 0.061 0.000
H -1.378 6.217 4.308 0.025 0.086 -0.011
H -0.523 8.552 4.099 0.008 -0.066 0.017
```
Forces are in eV/Å.

DFT (the ωB97M-V functional and the def2-TZVPD basis) results for a molecular structure, C30H37NO4PRhSe2.

Output
electronic energy: -6775.751804 a.u.
frontier orbital gap (alpha / beta): 5.740 / 6.325 eV
total charge: 0
2S+1: 5
HOMO (alpha / beta): -0.2132 / -0.2618 Ha
⟨S²⟩: 6.02

```
76
Properties=species:S:1:pos:R:3:forces:R:3
Rh 0.647 -0.562 -0.117 0.758 0.204 0.252
O 1.522 -3.404 1.864 0.115 0.274 -0.320
C 0.597 -3.946 2.772 -0.263 -0.084 0.161
C -0.699 -3.107 2.841 0.281 0.085 -0.427
C -1.553 -3.815 3.911 0.081 0.030 0.039
O -2.809 -3.210 4.146 -0.137 0.009 0.024
C -0.422 -1.680 3.330 0.416 -0.018 -0.006
Se 0.959 -0.591 2.396 -0.215 -0.073 0.691
C -1.538 -3.093 1.546 0.160 0.047 0.010
Se -0.756 -2.510 -0.166 -0.077 -0.345 -0.003
H 2.383 -3.829 1.934 -0.138 0.001 0.140
H 1.036 -3.975 3.778 -0.084 -0.017 0.047
H 0.342 -4.976 2.490 -0.080 0.016 -0.003
H -0.970 -3.879 4.840 -0.053 -0.001 -0.006
H -1.777 -4.833 3.583 0.015 0.017 0.009
H -2.671 -2.316 4.474 0.053 0.001 0.012
H -0.125 -1.704 4.382 -0.002 0.007 0.008
H -1.333 -1.086 3.235 -0.013 0.016 0.013
H -2.412 -2.463 1.712 -0.022 -0.070 0.069
H -1.892 -4.106 1.348 -0.016 0.006 -0.023
C 3.036 -2.852 -1.401 -0.133 0.035 -0.144
C 2.898 -2.090 -2.717 -0.149 0.181 0.262
C 3.841 -0.889 -2.765 -0.139 -0.086 -0.101
C 1.438 -1.678 -2.976 0.106 -0.197 -0.336
C 1.171 -1.392 -4.452 0.348 -0.250 0.106
O 0.222 -0.331 -4.431 -0.305 0.293 0.001
C 0.226 0.189 -3.175 0.787 -0.892 0.084
N 0.946 -0.443 -2.314 -0.270 0.138 -0.668
C -0.632 1.370 -3.048 -0.645 0.683 0.058
C -1.081 1.931 -4.259 0.263 -0.243 0.077
C -1.956 2.993 -4.290 -0.112 0.154 0.088
C -2.425 3.539 -3.102 0.001 -0.005 -0.110
C -1.994 3.009 -1.904 0.077 0.007 -0.012
C -1.104 1.934 -1.849 -0.061 -0.021 -0.194
P -0.620 1.390 -0.180 -0.183 0.069 0.340
C -2.194 1.140 0.696 -0.030 -0.042 -0.028
C -2.198 1.130 2.093 0.011 0.053 -0.104
C -3.353 0.812 2.789 -0.023 -0.013 0.032
C -4.504 0.450 2.103 0.027 -0.040 0.022
C -4.492 0.407 0.717 -0.081 -0.027 0.019
C -3.347 0.752 0.016 0.077 0.087 -0.004
C 0.090 2.946 0.459 0.006 0.034 0.001
C 1.322 3.313 -0.086 -0.095 -0.105 0.015
C 1.946 4.482 0.312 0.059 0.056 -0.019
C 1.351 5.298 1.264 -0.020 0.021 0.026
C 0.126 4.945 1.806 0.011 0.031 -0.014
C -0.506 3.776 1.405 -0.012 -0.020 -0.088
H 4.042 -3.265 -1.304 -0.003 0.009 0.007
H 2.310 -3.667 -1.354 0.046 -0.027 0.050
H 2.859 -2.179 -0.561 0.081 -0.011 0.116
H 3.144 -2.777 -3.537 0.019 0.007 -0.019
H 3.474 -0.110 -2.095 0.092 -0.003 0.081
H 3.921 -0.472 -3.772 0.020 0.048 0.020
H 4.838 -1.184 -2.440 0.026 0.038 -0.016
H 0.788 -2.496 -2.643 0.008 0.080 0.105
H 0.748 -2.241 -4.984 -0.056 0.050 -0.014
H 2.074 -1.054 -4.970 -0.071 0.061 -0.009
H -0.724 1.504 -5.183 -0.032 0.030 -0.016
H -2.280 3.396 -5.241 0.021 -0.011 -0.012
H -3.118 4.370 -3.117 0.004 0.002 0.025
H -2.348 3.435 -0.973 -0.007 0.018 -0.009
H -1.285 1.354 2.632 -0.017 0.068 0.040
H -3.354 0.841 3.872 0.023 -0.022 -0.002
H -5.399 0.181 2.649 -0.009 0.019 -0.012
H -5.380 0.095 0.182 0.020 0.014 -0.029
H -3.343 0.708 -1.066 -0.039 -0.012 0.007
H 1.786 2.668 -0.824 0.052 0.025 0.026
H 2.902 4.759 -0.114 0.004 -0.041 -0.015
H 1.842 6.208 1.582 0.003 -0.002 -0.009
H -0.351 5.586 2.537 0.014 -0.014 0.018
H -1.468 3.526 1.828 -0.045 -0.020 0.001
C 3.530 0.781 0.777 -0.145 -0.015 0.125
O 2.764 -0.369 0.687 -0.330 -0.397 -0.420
H 4.559 0.529 1.081 -0.036 0.079 -0.023
H 3.136 1.497 1.523 0.028 0.021 -0.061
H 3.595 1.325 -0.183 0.036 0.003 0.052
```
Forces are in eV/Å.